(1)
{"formula": "C52H43BN3O3S3Zr", "method": "wB97M-V/def2-TZVPD", "symbols": ["Zr", "C", "C", "C", "C", "N", "C", "C", "C", "C", "C", "C", "N", "C", "C", "C", "C", "C", "N", "H", "H", "H", "H", "H", "H", "H", "H", "H", "H", "H", "C", "C", "C", "C", "C", "C", "C", "C", "O", "B", "O", "C", "C", "H", "H", "H", "H", "H", "H", "H", "H", "H", "H", "H", "H", "O", "C", "C", "C", "C", "C", "S", "C", "C", "C", "C", "S", "C", "C", "C", "C", "S", "H", "H", "H", "H", "H", "H", "H", "H", "H", "C", "C", "C", "C", "C", "C", "C", "C", "C", "C", "C", "C", "C", "C", "H", "H", "H", "H", "H", "H", "H", "H", "H", "H", "H"], "positions_angstrom": [[0.534, 0.700, -0.850], [2.108, -3.438, 0.506], [2.391, -4.079, -0.684], [2.243, -3.384, -1.874], [1.823, -2.068, -1.839], [1.551, -1.444, -0.677], [1.684, -2.125, 0.468], [1.608, -1.277, -3.083], [1.971, -1.715, -4.342], [1.707, -0.904, -5.433], [1.090, 0.317, -5.245], [0.751, 0.700, -3.956], [0.994, -0.101, -2.918], [0.028, 1.965, -3.644], [-0.215, 2.934, -4.596], [-0.982, 4.038, -4.254], [-1.481, 4.143, -2.971], [-1.160, 3.162, -2.054], [-0.416, 2.103, -2.380], [2.198, -3.939, 1.460], [2.715, -5.111, -0.694], [2.437, -3.874, -2.816], [1.431, -1.603, 1.379], [2.464, -2.666, -4.480], [1.981, -1.227, -6.429], [0.874, 0.954, -6.090], [0.177, 2.833, -5.597], [-1.185, 4.806, -4.989], [-2.089, 4.982, -2.664], [-1.492, 3.219, -1.023], [-4.452, -4.295, 2.896], [-3.751, -5.115, 1.803], [-2.486, -5.755, 2.393], [-4.693, -6.230, 1.352], [-3.365, -4.187, 0.647], [-3.897, -4.316, -0.637], [-3.562, -3.451, -1.687], [-2.664, -2.455, -1.404], [-2.151, -1.467, -2.234], [-1.286, -0.705, -1.451], [-1.280, -1.236, -0.134], [-2.135, -2.319, -0.140], [-2.457, -3.149, 0.900], [-4.743, -4.943, 3.726], [-5.351, -3.814, 2.504], [-3.799, -3.513, 3.292], [-2.750, -6.420, 3.218], [-1.794, -5.003, 2.782], [-1.958, -6.342, 1.637], [-4.927, -6.870, 2.205], [-4.241, -6.856, 0.579], [-5.636, -5.835, 0.968], [-4.598, -5.112, -0.845], [-3.987, -3.569, -2.675], [-2.017, -2.994, 1.879], [2.154, 1.703, -1.260], [2.901, 2.768, -0.694], [3.739, 3.353, -1.834], [3.627, 3.040, -3.154], [4.506, 3.801, -3.985], [5.265, 4.669, -3.268], [4.922, 4.572, -1.595], [1.977, 3.874, -0.184], [1.380, 4.794, -1.001], [0.514, 5.682, -0.315], [0.481, 5.425, 1.026], [1.503, 4.133, 1.447], [3.805, 2.163, 0.375], [4.168, 0.848, 0.440], [5.080, 0.564, 1.496], [5.401, 1.677, 2.208], [4.601, 3.059, 1.605], [2.949, 2.280, -3.511], [4.578, 3.692, -5.059], [6.020, 5.352, -3.625], [1.577, 4.840, -2.066], [-0.041, 6.481, -0.787], [-0.075, 5.943, 1.794], [3.821, 0.115, -0.272], [5.482, -0.418, 1.705], [6.062, 1.766, 3.057], [0.305, -1.233, 5.618], [-0.837, -1.105, 4.834], [-0.775, -0.470, 3.603], [0.436, 0.050, 3.142], [1.581, -0.103, 3.922], [1.517, -0.733, 5.159], [0.560, 0.680, 1.810], [-0.369, 1.318, 1.080], [-1.669, 1.810, 1.580], [-2.843, 1.653, 0.841], [-4.048, 2.182, 1.284], [-4.095, 2.911, 2.464], [-2.930, 3.100, 3.198], [-1.734, 2.550, 2.763], [0.249, -1.723, 6.582], [-1.781, -1.503, 5.184], [-1.666, -0.381, 2.994], [2.528, 0.286, 3.557], [2.410, -0.833, 5.762], [1.584, 0.591, 1.394], [-2.816, 1.093, -0.087], [-4.949, 2.030, 0.701], [-5.031, 3.336, 2.805], [-2.955, 3.674, 4.118], [-0.828, 2.694, 3.344]], "atomic_forces_ev_per_a": [[0.185, -0.641, 1.880], [0.001, -0.031, 0.118], [0.027, -0.076, -0.084], [0.066, -0.161, 0.015], [-0.030, 0.232, -0.187], [-0.118, 0.067, -0.244], [-0.001, 0.068, -0.078], [-0.049, -0.089, 0.116], [0.135, -0.067, -0.088], [0.022, -0.041, -0.061], [0.029, 0.051, -0.122], [-0.237, 0.240, -0.052], [0.261, 0.025, -0.504], [0.124, -0.263, -0.047], [-0.158, 0.167, -0.118], [0.064, 0.000, -0.129], [-0.076, 0.099, 0.056], [0.068, -0.069, 0.084], [0.011, 0.006, -0.125], [0.003, -0.004, -0.020], [-0.008, 0.019, 0.002], [-0.005, 0.000, 0.038], [-0.016, 0.010, 0.036], [-0.002, 0.030, -0.015], [-0.001, 0.004, 0.026], [-0.003, -0.037, 0.020], [-0.014, 0.022, -0.005], [0.000, -0.018, 0.007], [0.003, -0.006, -0.014], [0.006, -0.004, 0.005], [-0.022, 0.036, -0.001], [0.010, 0.039, -0.050], [0.041, -0.048, -0.016], [-0.026, -0.060, 0.023], [0.000, 0.052, 0.047], [0.046, 0.036, -0.045], [-0.064, -0.157, 0.038], [-0.040, 0.135, -0.314], [0.039, -0.030, 0.138], [-0.638, -0.505, 0.078], [-0.167, -0.178, -0.003], [0.134, 0.137, 0.179], [-0.013, -0.118, 0.075], [0.018, 0.025, -0.035], [0.024, -0.018, 0.015], [-0.025, -0.037, -0.019], [0.002, 0.025, -0.031], [-0.035, -0.031, -0.014], [-0.021, 0.020, 0.025], [0.001, 0.008, -0.028], [-0.009, 0.026, 0.031], [0.033, -0.005, 0.021], [0.015, 0.042, 0.000], [-0.002, 0.000, 0.033], [-0.037, 0.006, -0.050], [0.684, 0.778, 0.213], [0.311, -0.022, -0.261], [0.017, -0.118, 0.029], [0.081, 0.019, -0.141], [-0.087, -0.135, 0.051], [0.016, 0.028, 0.004], [0.048, 0.076, 0.135], [0.101, 0.077, -0.168], [-0.052, 0.053, -0.059], [-0.016, -0.069, 0.075], [-0.039, 0.091, -0.059], [-0.006, -0.200, 0.059], [-0.038, -0.038, 0.045], [0.108, -0.083, 0.040], [-0.062, -0.012, -0.071], [0.020, 0.003, -0.005], [-0.052, 0.180, 0.034], [0.013, 0.019, -0.006], [-0.015, 0.001, 0.036], [-0.043, -0.030, 0.011], [-0.009, -0.010, 0.042], [0.026, -0.023, 0.027], [0.044, -0.019, -0.061], [-0.018, -0.032, -0.020], [-0.026, 0.042, -0.012], [-0.040, -0.016, -0.053], [0.000, 0.036, -0.034], [0.034, -0.007, 0.001], [-0.053, -0.023, -0.021], [0.315, -0.027, 0.001], [0.039, -0.022, 0.087], [-0.029, 0.017, -0.047], [-0.200, 0.127, -0.217], [-0.902, 0.583, -0.173], [0.192, -0.055, 0.013], [-0.068, -0.019, -0.041], [0.059, 0.003, 0.023], [0.052, 0.011, 0.019], [0.008, -0.039, -0.043], [0.024, 0.080, 0.135], [0.005, 0.002, -0.025], [0.029, 0.015, -0.006], [0.033, 0.000, 0.011], [-0.031, -0.021, 0.021], [-0.017, 0.003, -0.011], [-0.015, -0.096, -0.100], [0.010, -0.028, -0.044], [0.017, -0.002, 0.009], [0.019, -0.012, 0.001], [0.003, -0.018, -0.029], [-0.037, -0.001, -0.022]], "de_lowest_kcal_mol": 0.0, "total_charge": 1}

---

(2)
{"formula": "C52H43BrIN11O6Sr", "method": "wB97M-V/def2-TZVPD", "symbols": ["Sr", "O", "C", "O", "C", "C", "C", "C", "C", "C", "N", "C", "C", "C", "C", "C", "C", "N", "H", "H", "H", "H", "H", "H", "H", "H", "H", "H", "C", "C", "C", "O", "C", "C", "O", "C", "O", "C", "C", "C", "C", "C", "C", "C", "C", "C", "C", "C", "C", "C", "O", "C", "C", "C", "C", "C", "C", "C", "C", "C", "C", "C", "C", "H", "H", "H", "H", "H", "H", "H", "H", "H", "H", "H", "H", "H", "H", "H", "H", "H", "H", "H", "H", "H", "H", "H", "H", "H", "H", "H", "H", "N", "C", "N", "N", "N", "N", "C", "N", "N", "N", "N", "H", "Br", "C", "C", "C", "C", "C", "C", "I", "H", "H", "H", "H"], "positions_angstrom": [[-1.008, 0.068, -0.333], [0.811, 3.918, 6.203], [0.517, 2.663, 6.626], [0.569, 2.407, 7.800], [0.124, 1.701, 5.561], [-0.748, 0.665, 5.887], [-1.199, -0.197, 4.906], [-0.783, -0.038, 3.580], [0.158, 0.940, 3.274], [0.590, 1.812, 4.254], [-1.230, -0.834, 2.500], [-2.304, -1.499, 2.623], [-2.794, -2.364, 1.530], [-3.775, -3.311, 1.792], [-4.187, -4.137, 0.756], [-3.606, -3.980, -0.489], [-2.647, -2.990, -0.661], [-2.256, -2.192, 0.322], [0.591, 3.993, 5.264], [-1.077, 0.561, 6.912], [-1.877, -0.996, 5.174], [0.534, 1.015, 2.256], [1.322, 2.568, 3.983], [-2.915, -1.502, 3.525], [-4.212, -3.382, 2.779], [-4.953, -4.884, 0.921], [-3.895, -4.601, -1.327], [-2.152, -2.818, -1.613], [1.736, -0.426, -4.652], [2.940, -0.187, -3.751], [4.214, 0.070, -4.526], [3.163, -1.276, -2.880], [2.321, -1.111, -1.733], [1.926, 0.389, -1.803], [2.701, 0.903, -2.890], [2.136, 1.290, -0.543], [1.121, 1.068, 0.355], [2.043, 2.770, -0.981], [1.009, 3.163, -1.835], [0.802, 4.494, -2.148], [1.624, 5.476, -1.607], [2.647, 5.104, -0.751], [2.855, 3.763, -0.445], [3.512, 0.999, 0.072], [4.696, 1.109, -0.660], [5.920, 0.824, -0.078], [5.993, 0.433, 1.254], [4.826, 0.337, 1.994], [3.599, 0.619, 1.406], [1.103, -2.148, -1.700], [-0.119, -1.562, -1.860], [1.357, -3.216, -2.779], [2.488, -4.030, -2.758], [2.674, -5.015, -3.711], [1.725, -5.207, -4.712], [0.598, -4.404, -4.741], [0.417, -3.416, -3.778], [1.061, -2.877, -0.331], [1.401, -2.226, 0.849], [1.182, -2.820, 2.086], [0.605, -4.076, 2.169], [0.249, -4.734, 0.995], [0.480, -4.143, -0.234], [1.908, -1.301, -5.282], [1.568, 0.452, -5.278], [0.841, -0.604, -4.055], [4.440, -0.790, -5.157], [5.037, 0.228, -3.829], [4.095, 0.954, -5.153], [2.969, -1.301, -0.877], [0.873, 0.456, -2.079], [0.335, 2.434, -2.270], [-0.016, 4.759, -2.806], [1.459, 6.521, -1.843], [3.290, 5.859, -0.311], [3.657, 3.494, 0.232], [4.648, 1.426, -1.692], [6.826, 0.910, -0.668], [6.952, 0.210, 1.708], [4.864, 0.039, 3.036], [2.683, 0.549, 1.979], [3.232, -3.886, -1.983], [3.561, -5.638, -3.679], [1.870, -5.979, -5.459], [-0.147, -4.543, -5.516], [-0.455, -2.773, -3.774], [1.811, -1.224, 0.820], [1.445, -2.279, 2.989], [0.420, -4.535, 3.134], [-0.216, -5.713, 1.040], [0.194, -4.667, -1.138], [-4.736, 0.287, -1.418], [-4.677, 0.338, -0.030], [-5.765, 0.169, 0.716], [-5.312, 0.279, 1.977], [-4.038, 0.489, 1.974], [-3.579, 0.521, 0.699], [-3.903, 1.036, -2.246], [-4.322, 1.544, -3.398], [-3.225, 2.139, -3.908], [-2.225, 1.995, -3.109], [-2.618, 1.289, -2.019], [-5.684, 0.257, -1.760], [-2.380, 3.945, 4.380], [-3.583, 3.807, 2.913], [-4.938, 3.821, 3.209], [-5.864, 3.702, 2.191], [-5.439, 3.590, 0.873], [-4.086, 3.577, 0.585], [-3.147, 3.675, 1.610], [-1.149, 3.485, 1.064], [-5.255, 3.895, 4.240], [-6.919, 3.668, 2.430], [-6.156, 3.467, 0.073], [-3.743, 3.446, -0.435]], "atomic_forces_ev_per_a": [[-0.347, 0.173, 0.382], [-0.015, -0.056, -0.030], [0.009, 0.059, 0.025], [-0.008, -0.028, 0.004], [0.039, -0.083, -0.041], [0.038, 0.017, -0.063], [0.001, 0.027, 0.029], [-0.010, -0.064, 0.058], [-0.056, -0.115, -0.070], [0.092, 0.075, 0.109], [-0.161, 0.040, 0.003], [0.132, 0.017, -0.059], [-0.057, 0.071, 0.096], [0.031, 0.025, -0.141], [0.053, 0.050, 0.018], [-0.091, -0.070, 0.027], [0.097, 0.088, -0.095], [-0.079, -0.284, 0.090], [0.011, 0.036, -0.001], [-0.002, 0.001, 0.006], [-0.011, 0.021, 0.027], [0.023, 0.046, 0.029], [-0.039, 0.000, 0.001], [0.001, 0.027, 0.008], [0.013, 0.011, 0.018], [-0.001, 0.000, -0.004], [0.003, 0.009, -0.004], [-0.007, -0.018, 0.011], [0.009, 0.008, -0.037], [-0.003, 0.036, 0.058], [-0.015, 0.003, -0.034], [0.054, -0.032, -0.037], [0.023, 0.010, 0.049], [0.134, 0.207, -0.024], [0.027, -0.053, -0.035], [0.023, 0.049, -0.105], [-0.198, -0.326, -0.159], [-0.066, 0.000, -0.079], [0.033, -0.056, 0.013], [0.001, 0.037, -0.009], [-0.043, 0.031, -0.037], [0.047, 0.025, 0.030], [0.016, -0.027, 0.046], [0.055, 0.025, 0.057], [-0.058, 0.021, -0.039], [0.085, -0.019, 0.027], [0.061, 0.001, -0.024], [-0.021, -0.007, 0.032], [-0.015, -0.001, 0.004], [0.013, -0.123, 0.073], [0.021, 0.295, -0.063], [0.002, -0.043, -0.085], [-0.012, 0.011, 0.021], [0.038, -0.038, -0.013], [0.034, -0.049, -0.031], [-0.037, -0.002, -0.031], [0.022, 0.030, 0.081], [-0.033, 0.062, -0.081], [0.058, -0.032, 0.055], [-0.006, -0.027, 0.039], [-0.011, -0.013, -0.035], [0.008, -0.022, 0.098], [0.023, -0.021, -0.013], [-0.006, 0.009, 0.000], [0.001, -0.005, -0.009], [-0.002, -0.005, 0.009], [-0.004, 0.006, -0.002], [0.000, -0.003, 0.019], [-0.001, -0.003, -0.003], [0.007, 0.023, -0.010], [-0.014, -0.067, -0.047], [-0.014, 0.023, -0.009], [-0.003, -0.018, 0.004], [0.001, -0.004, 0.002], [-0.002, -0.006, -0.001], [0.007, -0.007, 0.000], [-0.008, 0.000, 0.002], [-0.004, -0.003, 0.010], [-0.007, 0.001, -0.003], [0.003, 0.000, -0.003], [0.003, 0.013, -0.042], [-0.003, 0.003, 0.002], [-0.006, 0.007, 0.001], [-0.005, 0.007, 0.004], [0.000, 0.005, 0.006], [-0.013, 0.011, -0.005], [-0.044, 0.025, 0.015], [0.001, -0.003, -0.009], [0.005, 0.001, -0.004], [0.004, 0.006, 0.009], [-0.021, 0.006, -0.004], [-0.018, -0.064, -0.068], [0.080, -0.013, 0.106], [-0.011, 0.100, -0.009], [-0.130, -0.129, -0.019], [0.193, 0.037, 0.001], [-0.079, -0.036, -0.109], [0.064, 0.121, -0.057], [0.001, -0.037, 0.107], [-0.089, 0.032, -0.140], [0.084, -0.006, 0.177], [0.121, -0.113, -0.045], [0.005, 0.009, 0.021], [-0.063, -0.003, -0.031], [-0.033, 0.043, 0.144], [-0.050, 0.018, 0.064], [-0.012, -0.002, -0.048], [0.061, -0.037, 0.053], [-0.065, 0.000, 0.010], [0.109, 0.036, -0.240], [0.046, 0.003, -0.017], [0.002, -0.002, -0.004], [-0.006, 0.007, -0.004], [-0.002, 0.002, -0.014], [-0.012, -0.014, 0.043]], "de_lowest_kcal_mol": 0.0, "total_charge": -2}

---

Number 1: LUMO level -0.1239 Eh, molecular weight 956.17 g mol⁻¹. Number 2: LUMO level 0.1307 Eh, molecular weight 1212.41 g mol⁻¹.